Entry 1:
DFT (ωB97M-V with the def2-TZVPD basis set) results for a cluster of 8 separate species, C45H112F6N8O15S2 in total.

Last column: Löwdin charge in e.
CARTESIAN COORDINATES (ANGSTROEM)
C: 5.034 6.750 3.480  -0.03
C: 4.644 7.218 2.109  -0.30
C: 3.596 6.319 1.473  -0.20
O: 2.462 6.351 2.299  -0.20
C: 1.469 5.352 2.103  -0.06
N: 4.082 8.637 2.178  0.25
H: 4.717 9.227 2.722  0.18
H: 4.040 9.004 1.226  0.18
H: 3.149 8.649 2.599  0.17
H: 5.520 5.777 3.461  0.10
H: 4.161 6.711 4.131  0.10
H: 5.765 7.400 3.970  0.10
H: 5.527 7.321 1.478  0.16
H: 3.999 5.297 1.495  0.13
H: 3.373 6.558 0.425  0.14
H: 1.752 4.372 2.507  0.09
H: 1.321 5.176 1.030  0.08
H: 0.554 5.733 2.541  0.10
C: -2.028 -3.179 2.883  -0.08
C: -3.438 -3.245 2.310  -0.21
C: -3.416 -3.925 0.942  -0.12
N: -4.766 -3.959 0.267  -0.27
C: -5.831 -4.696 1.083  -0.09
C: -5.745 -6.226 1.102  -0.14
C: -5.578 -6.837 -0.285  -0.17
C: -4.424 -6.155 -1.005  -0.16
C: -4.624 -4.645 -1.073  -0.11
C: -5.291 -2.595 0.006  0.00
H: -1.986 -2.565 3.776  0.08
H: -1.380 -2.780 2.094  0.06
H: -1.617 -4.182 3.033  0.08
H: -3.747 -2.213 2.103  0.11
H: -4.170 -3.649 3.006  0.12
H: -3.140 -4.972 1.047  0.13
H: -2.727 -3.351 0.325  0.12
H: -5.962 -4.164 2.018  0.13
H: -6.712 -4.495 0.459  0.14
H: -4.829 -6.453 1.665  0.12
H: -6.616 -6.557 1.662  0.14
H: -5.302 -7.873 -0.089  0.13
H: -6.507 -6.814 -0.854  0.13
H: -3.474 -6.439 -0.555  0.12
H: -4.434 -6.476 -2.048  0.14
H: -3.743 -4.215 -1.551  0.13
H: -5.513 -4.441 -1.665  0.14
H: -4.548 -1.953 -0.464  0.11
H: -5.712 -2.203 0.926  0.11
H: -6.088 -2.693 -0.729  0.11
C: 2.296 -3.153 -7.257  -0.04
O: 2.102 -2.049 -6.356  -0.23
C: 1.933 -2.485 -5.020  -0.19
C: 2.415 -1.349 -4.142  -0.10
N: 3.726 -0.844 -4.662  0.06
H: 4.439 -1.550 -4.457  0.19
H: 3.648 -0.753 -5.686  0.16
C: 4.306 0.381 -4.031  -0.09
C: 5.358 0.877 -5.005  -0.21
O: 4.714 1.037 -6.231  -0.21
C: 5.443 1.753 -7.226  -0.04
H: 3.010 -3.885 -6.868  0.10
H: 2.731 -2.768 -8.175  0.10
H: 1.352 -3.665 -7.440  0.10
H: 2.590 -3.344 -4.843  0.13
H: 0.878 -2.690 -4.837  0.13
H: 2.403 -1.434 -3.057  0.13
H: 1.791 -0.454 -4.286  0.12
H: 4.680 0.162 -3.036  0.13
H: 3.554 1.166 -3.958  0.11
H: 6.231 0.208 -5.016  0.15
H: 5.705 1.866 -4.671  0.14
H: 4.772 1.908 -8.065  0.09
H: 6.312 1.182 -7.556  0.11
H: 5.769 2.731 -6.862  0.10
C: 3.063 -5.634 6.213  -0.07
O: 3.960 -5.530 5.101  -0.19
C: 4.074 -6.721 4.372  -0.20
C: 2.854 -6.996 3.497  -0.07
N: 2.264 -5.686 3.046  0.05
H: 1.247 -5.769 3.018  0.18
H: 2.385 -4.968 3.779  0.15
C: 2.781 -5.059 1.818  -0.10
C: 2.072 -3.743 1.531  -0.22
O: 2.231 -2.941 2.664  -0.18
C: 1.782 -1.572 2.508  -0.05
H: 3.328 -4.773 6.828  0.10
H: 3.201 -6.527 6.822  0.11
H: 2.006 -5.513 5.940  0.08
H: 4.302 -7.591 4.992  0.15
H: 4.938 -6.575 3.719  0.14
H: 2.042 -7.495 4.029  0.14
H: 3.084 -7.634 2.646  0.14
H: 2.658 -5.737 0.973  0.15
H: 3.854 -4.910 1.932  0.15
H: 1.008 -3.957 1.342  0.13
H: 2.521 -3.332 0.620  0.14
H: 2.380 -1.150 1.708  0.08
H: 2.032 -1.140 3.479  0.08
H: 0.700 -1.438 2.484  0.07
C: -0.982 0.594 4.331  -0.08
O: -0.211 -0.492 4.875  -0.20
C: -0.111 -0.372 6.311  -0.17
C: 1.306 -0.101 6.767  -0.08
N: 1.861 1.136 6.143  0.06
H: 1.781 1.207 5.121  0.15
H: 1.363 1.951 6.505  0.19
C: 3.310 1.408 6.511  -0.07
C: 4.174 0.777 5.471  -0.21
O: 3.698 1.251 4.236  -0.20
C: 4.473 0.862 3.095  -0.05
H: -1.355 0.297 3.357  0.07
H: -0.316 1.455 4.191  0.09
H: -1.807 0.872 4.987  0.09
H: -0.335 -1.401 6.604  0.14
H: -0.867 0.255 6.782  0.14
H: 1.944 -0.923 6.454  0.14
H: 1.344 0.097 7.836  0.15
H: 3.514 1.089 7.530  0.15
H: 3.413 2.494 6.525  0.15
H: 4.073 -0.316 5.549  0.14
H: 5.229 1.016 5.631  0.15
H: 5.275 0.181 3.377  0.10
H: 4.922 1.772 2.694  0.10
H: 3.841 0.414 2.331  0.06
C: 2.234 3.969 -5.172  -0.05
O: 0.928 4.554 -5.029  -0.17
C: 0.330 4.335 -3.787  -0.21
C: -1.116 3.917 -3.982  -0.08
N: -1.227 3.017 -5.171  0.08
H: -2.184 3.044 -5.520  0.19
H: -0.645 3.416 -5.926  0.17
C: -0.782 1.611 -4.925  -0.11
C: -0.491 0.908 -6.218  -0.22
O: 0.439 1.679 -6.918  -0.18
C: 1.183 0.941 -7.896  -0.03
H: 2.128 2.888 -5.059  0.07
H: 2.975 4.416 -4.511  0.10
H: 2.485 4.172 -6.211  0.11
H: 0.364 5.214 -3.133  0.14
H: 0.833 3.581 -3.167  0.10
H: -1.746 4.760 -4.287  0.14
H: -1.617 3.534 -3.096  0.13
H: -1.683 1.126 -4.530  0.13
H: -0.056 1.510 -4.123  0.12
H: -1.379 0.741 -6.842  0.15
H: -0.151 -0.096 -5.918  0.12
H: 1.492 -0.034 -7.516  0.07
H: 2.050 1.554 -8.125  0.09
H: 0.595 0.782 -8.802  0.11
C: -9.194 0.891 0.309  -0.06
O: -8.086 1.733 -0.011  -0.22
C: -8.438 3.081 -0.228  -0.21
C: -7.281 3.769 -0.883  -0.06
N: -5.999 3.542 -0.072  0.07
H: -5.413 4.370 -0.175  0.18
H: -6.232 3.515 0.927  0.18
C: -5.186 2.367 -0.475  -0.10
C: -4.032 2.190 0.489  -0.22
O: -4.539 2.316 1.799  -0.19
C: -3.486 2.199 2.753  -0.07
H: -8.949 -0.117 -0.022  0.09
H: -10.095 1.143 -0.256  0.10
H: -9.377 0.941 1.382  0.10
H: -8.681 3.521 0.752  0.15
H: -9.343 3.190 -0.834  0.15
H: -7.401 4.850 -0.908  0.15
H: -7.072 3.394 -1.883  0.14
H: -4.732 2.595 -1.443  0.14
H: -5.794 1.488 -0.653  0.13
H: -3.251 2.957 0.374  0.13
H: -3.537 1.224 0.340  0.11
H: -3.870 2.303 3.763  0.10
H: -2.757 2.999 2.582  0.10
H: -3.041 1.216 2.596  0.07
C: -0.819 -1.432 -2.023  -0.67
F: 0.151 -2.295 -1.729  0.13
F: -0.682 -1.046 -3.306  0.11
F: -1.986 -2.047 -1.910  0.15
S: -0.658 0.081 -0.951  0.58
O: -1.616 1.028 -1.442  -0.30
O: -0.858 -0.454 0.370  -0.31
N: 0.924 0.450 -1.259  -0.27
S: 1.280 1.614 -0.198  0.55
O: 0.445 2.779 -0.338  -0.30
O: 1.457 1.108 1.135  -0.29
C: 2.916 2.174 -0.854  -0.68
F: 3.795 1.170 -0.809  0.13
F: 2.836 2.607 -2.108  0.13
F: 3.359 3.163 -0.090  0.15

Multiplicity = 1
Charge = +6
LUMO energy = -10.131 eV
HOMO-LUMO gap = 9.91 eV
Maximum force = 2.4 eV Å⁻¹


Entry 2:
DFT (ωB97M-V with the def2-TZVPD basis set) results for a cluster of 11 separate species, C45H116N4O15 in total.

Last column: Löwdin charge in e.
CARTESIAN COORDINATES (ANGSTROEM)
C: 10.223 3.261 14.722  -0.09
O: 10.149 4.417 13.837  -0.20
C: 10.248 4.031 12.449  -0.20
C: 8.832 3.661 11.943  -0.20
N: 8.656 3.793 10.511  -0.05
C: 8.546 5.158 10.154  -0.25
C: 8.158 5.221 8.695  -0.26
O: 6.976 4.553 8.509  -0.18
C: 6.656 4.297 7.196  -0.12
H: 11.142 2.711 14.519  0.08
H: 9.313 2.661 14.716  0.08
H: 10.245 3.623 15.749  0.08
H: 10.948 3.209 12.301  0.11
H: 10.679 4.910 11.969  0.11
H: 8.067 4.264 12.432  0.11
H: 8.679 2.727 12.483  0.11
H: 7.783 3.443 10.141  0.11
H: 9.502 5.664 10.291  0.11
H: 8.016 5.807 10.851  0.12
H: 9.018 4.826 8.155  0.13
H: 8.118 6.228 8.280  0.13
H: 7.267 3.440 6.909  0.09
H: 6.939 5.072 6.485  0.09
H: 5.602 4.036 7.102  0.09
C: -3.051 -5.020 -13.299  -0.07
O: -3.378 -6.437 -13.469  -0.19
C: -2.343 -7.296 -13.122  -0.25
C: -2.235 -7.570 -11.628  -0.21
N: -0.843 -7.411 -11.148  -0.06
C: -0.848 -7.238 -9.632  -0.17
C: -0.813 -5.758 -9.068  -0.18
O: 0.026 -5.001 -9.975  -0.22
C: 0.298 -3.650 -9.684  -0.11
H: -2.071 -4.729 -13.675  0.09
H: -2.959 -4.758 -12.245  0.07
H: -3.956 -4.492 -13.599  0.09
H: -1.365 -6.957 -13.463  0.12
H: -2.627 -8.237 -13.596  0.12
H: -2.651 -8.567 -11.483  0.11
H: -2.822 -6.871 -11.033  0.11
H: -0.333 -6.592 -11.447  0.08
H: 0.111 -7.668 -9.343  0.10
H: -1.690 -7.761 -9.179  0.11
H: -0.433 -5.713 -8.048  0.11
H: -1.832 -5.373 -9.026  0.11
H: 0.574 -3.086 -10.575  0.09
H: 1.059 -3.411 -8.942  0.08
H: -0.628 -3.246 -9.275  0.08
C: -9.688 11.206 -5.909  -0.10
O: -9.735 9.794 -5.639  -0.18
C: -11.045 9.322 -5.395  -0.22
C: -10.990 7.854 -4.836  -0.18
N: -10.168 7.545 -3.668  -0.07
C: -10.404 8.260 -2.419  -0.20
C: -9.258 7.954 -1.415  -0.21
O: -8.029 8.272 -2.050  -0.21
C: -6.846 7.553 -1.539  -0.08
H: -9.922 11.390 -6.958  0.08
H: -8.703 11.611 -5.675  0.08
H: -10.367 11.868 -5.371  0.08
H: -11.646 9.543 -6.277  0.11
H: -11.612 9.935 -4.695  0.10
H: -10.639 7.158 -5.598  0.11
H: -11.978 7.508 -4.532  0.11
H: -9.246 7.804 -3.989  0.09
H: -11.293 7.861 -1.932  0.11
H: -10.698 9.302 -2.548  0.11
H: -9.286 6.908 -1.109  0.12
H: -9.175 8.554 -0.509  0.12
H: -5.870 7.928 -1.847  0.08
H: -6.833 6.536 -1.931  0.08
H: -6.763 7.409 -0.462  0.08
C: -2.566 -7.543 1.867  -0.11
O: -2.369 -8.736 2.572  -0.23
C: -2.055 -8.602 3.999  -0.18
C: -1.736 -9.957 4.642  -0.23
N: -2.804 -10.862 4.207  -0.05
C: -2.324 -12.211 4.448  -0.20
C: -3.228 -13.254 3.657  -0.23
O: -2.950 -13.417 2.293  -0.19
C: -3.754 -14.306 1.515  -0.10
H: -3.238 -7.015 2.543  0.09
H: -2.888 -7.743 0.845  0.09
H: -1.602 -7.039 1.806  0.08
H: -2.902 -8.220 4.569  0.12
H: -1.080 -8.135 4.137  0.12
H: -2.029 -9.696 5.659  0.11
H: -0.691 -10.266 4.615  0.12
H: -2.783 -10.762 3.203  0.09
H: -2.522 -12.484 5.485  0.11
H: -1.300 -12.431 4.146  0.11
H: -4.286 -13.064 3.833  0.11
H: -3.122 -14.220 4.150  0.11
H: -4.795 -14.333 1.837  0.08
H: -3.486 -15.362 1.542  0.08
H: -3.676 -14.017 0.467  0.08
C: 6.707 8.500 -4.983  -0.05
C: 5.728 8.412 -3.786  -0.45
C: 4.239 8.515 -4.172  -0.07
O: 5.798 7.069 -3.192  -0.08
H: 7.661 8.081 -4.661  0.07
H: 6.907 9.526 -5.290  0.07
H: 6.411 7.930 -5.863  0.08
H: 5.969 9.197 -3.069  0.12
H: 4.114 7.699 -4.883  0.08
H: 4.045 9.449 -4.700  0.08
H: 3.579 8.363 -3.318  0.07
H: 5.075 7.054 -2.561  0.07
C: -8.535 -1.594 3.427  -0.07
C: -8.139 -0.848 4.720  -0.54
C: -7.118 0.231 4.441  -0.05
O: -9.331 -0.324 5.200  -0.03
H: -9.019 -0.867 2.776  0.08
H: -9.134 -2.502 3.364  0.08
H: -7.629 -1.822 2.865  0.07
H: -7.665 -1.617 5.331  0.13
H: -6.895 0.869 5.296  0.08
H: -7.504 0.870 3.648  0.08
H: -6.208 -0.290 4.144  0.08
H: -9.823 -1.144 5.282  0.09
C: -4.917 4.434 -7.746  -0.07
C: -3.436 4.339 -8.061  -0.49
C: -2.529 5.163 -7.138  -0.05
O: -3.136 2.976 -7.949  -0.05
H: -5.369 5.425 -7.726  0.08
H: -5.123 4.203 -6.701  0.08
H: -5.541 3.826 -8.402  0.08
H: -3.255 4.689 -9.078  0.13
H: -1.701 5.666 -7.637  0.07
H: -1.995 4.580 -6.388  0.08
H: -3.034 6.004 -6.664  0.07
H: -3.690 2.615 -7.253  0.08
C: 2.569 -0.005 9.612  -0.08
C: 1.101 -0.126 9.369  -0.50
C: 0.621 0.740 8.116  -0.03
O: 0.709 -1.448 9.219  -0.04
H: 3.251 -0.037 8.763  0.08
H: 3.015 -0.734 10.289  0.07
H: 2.830 0.961 10.044  0.08
H: 0.556 0.258 10.232  0.13
H: -0.453 0.553 8.101  0.07
H: 0.968 0.448 7.126  0.07
H: 0.758 1.819 8.192  0.07
H: 1.047 -1.909 9.991  0.09
C: 0.995 0.237 -1.891  -0.03
C: 0.971 1.124 -0.541  -0.45
C: -0.502 1.337 -0.121  -0.09
O: 1.457 0.473 0.604  -0.06
H: 0.191 -0.498 -1.905  0.07
H: 1.963 -0.242 -2.039  0.07
H: 0.852 1.006 -2.651  0.07
H: 1.386 2.132 -0.561  0.13
H: -0.679 2.201 0.520  0.08
H: -0.993 0.406 0.165  0.08
H: -1.114 1.514 -1.005  0.06
H: 1.790 -0.342 0.222  0.08
C: 5.334 -5.685 -2.036  -0.06
C: 4.282 -5.646 -0.959  -0.53
C: 4.054 -7.012 -0.331  -0.07
O: 4.547 -4.839 0.114  -0.03
H: 5.419 -4.738 -2.570  0.08
H: 5.234 -6.445 -2.811  0.08
H: 6.290 -5.965 -1.593  0.08
H: 3.387 -5.272 -1.455  0.14
H: 4.823 -7.594 0.177  0.08
H: 3.828 -7.793 -1.057  0.07
H: 3.239 -6.936 0.389  0.08
H: 5.083 -5.245 0.799  0.10
C: 10.344 1.128 2.540  -0.05
C: 9.866 1.565 1.128  -0.48
C: 8.725 0.720 0.561  -0.07
O: 9.695 2.982 1.074  -0.05
H: 9.605 1.273 3.327  0.08
H: 11.368 1.427 2.763  0.07
H: 10.648 0.083 2.478  0.07
H: 10.649 1.418 0.384  0.12
H: 8.353 0.922 -0.444  0.08
H: 7.827 0.701 1.178  0.07
H: 8.989 -0.334 0.647  0.08
H: 9.036 3.170 0.402  0.08

Multiplicity = 1
Charge = 0
LUMO energy = 0.428 eV
HOMO-LUMO gap = 9.05 eV
Maximum force = 3.5 eV Å⁻¹
Structure (SMILES) = COCCNCCOC.COCCNCCOC.COCCNCCOC.COCCNCCOC.CC(C)O.CC(C)O.CC(C)O.CC(C)O.CC(C)O.CC(C)O.CC(C)O


- Look up the maximum force of the second one.
  3.5 eV Å⁻¹


- The highest charge belongs to which entry?
  C45H112F6N8O15S2